# 1
{"formula": "C5H6O2", "method": "ωB97M-V/def2-TZVPD", "charge": 0, "gap_ev": 10.2, "smiles": "C=C=CC.O=C=O", "homo_energy_ev": -9.5, "mol_weight_g_mol": 98.10, "elements": ["C", "C", "O", "C", "O", "C", "C", "H", "H", "H", "H", "H", "H"], "xyz": [[-1.66374, -1.24722, 0.01003], [-0.65422, -0.33712, 0.63311], [2.26837, -0.66536, 1.00665], [2.54788, -0.27845, -0.06105], [2.88761, 0.04104, -1.12908], [-0.37171, 0.84421, 0.15624], [0.11943, 1.90474, -0.43381], [-1.99565, -0.84221, -0.94665], [-2.52493, -1.32899, 0.67538], [-1.26582, -2.25444, -0.14438], [-0.18733, -0.65386, 1.56344], [0.97209, 1.74024, -1.07726], [-0.23452, 2.91999, -0.29043]], "forces_ev_per_a": [[-0.2, -0.1, 0.0], [-0.2, 0.3, 0.1], [0.4, 0.6, -1.1], [0.3, -0.7, 0.5], [-0.4, 0.0, 0.7], [0.5, 0.1, -0.2], [-0.2, -0.3, 0.3], [0.0, -0.1, 0.1], [-0.1, -0.1, -0.1], [0.0, 0.1, 0.0], [0.0, 0.1, -0.1], [0.0, 0.2, -0.2], [-0.1, -0.2, 0.0]], "lowdin_charge": [-0.10, -0.19, 0.19, -0.41, 0.20, -0.13, 0.01, 0.08, 0.07, 0.07, 0.10, 0.04, 0.06]}

# 2
{"formula": "C5H8O", "method": "ωB97M-V/def2-TZVPD", "charge": 0, "gap_ev": 10.3, "homo_energy_ev": -9.2, "mol_weight_g_mol": 84.12, "elements": ["C", "C", "C", "C", "O", "C", "H", "H", "H", "H", "H", "H", "H", "H"], "xyz": [[1.59316, -0.34195, 0.43037], [0.66314, 0.54459, -0.36763], [-0.67231, 0.09287, -0.92463], [-1.35100, -0.78415, 0.10372], [-1.18480, 0.20118, 1.14060], [-0.61107, 1.09702, 0.19074], [1.04027, -1.04672, 1.05698], [2.21177, 0.26470, 1.09885], [2.25391, -0.91531, -0.22909], [1.16676, 1.23357, -1.04723], [-0.96588, 0.20254, -1.96219], [-0.83390, -1.72478, 0.34543], [-2.41442, -0.96709, -0.09007], [-0.89564, 2.14354, 0.25415]], "forces_ev_per_a": [[0.0, 0.0, 0.0], [0.1, 0.0, 0.0], [0.0, 0.0, -0.3], [-0.1, -0.7, -0.1], [0.0, 0.1, 0.1], [0.1, 0.5, 0.0], [0.1, 0.1, -0.1], [0.0, -0.1, -0.1], [-0.1, 0.1, 0.1], [-0.2, -0.1, 0.1], [0.1, 0.0, 0.2], [-0.3, 0.1, 0.0], [0.2, 0.0, 0.0], [0.1, -0.2, 0.0]], "lowdin_charge": [-0.05, -0.24, -0.14, -0.15, -0.07, -0.22, 0.07, 0.08, 0.08, 0.14, 0.13, 0.11, 0.12, 0.15]}

# 3
{"formula": "C36H31N4", "method": "ωB97M-V/def2-TZVPD", "charge": 1, "gap_ev": 4.4, "homo_energy_ev": -10.4, "mol_weight_g_mol": 519.67, "elements": ["N", "N", "N", "C", "C", "C", "C", "C", "C", "C", "C", "C", "C", "C", "C", "C", "C", "C", "C", "C", "N", "H", "H", "H", "H", "H", "H", "H", "H", "H", "H", "H", "H", "H", "H", "H", "H", "H", "H", "C", "C", "C", "C", "C", "C", "C", "C", "C", "C", "C", "C", "C", "C", "C", "C", "C", "C", "C", "H", "H", "H", "H", "H", "H", "H", "H", "H", "H", "H", "H", "H"], "xyz": [[0.05565, 3.31541, 2.14805], [0.71653, 2.66474, 1.42363], [1.43405, 1.98232, 0.68924], [2.48030, 1.22134, 1.23653], [3.30231, 0.60587, 0.09907], [4.60741, 0.19404, 0.31003], [5.32213, -0.42863, -0.69224], [4.73674, -0.65943, -1.92064], [3.43993, -0.24789, -2.14857], [2.73316, 0.38442, -1.14645], [3.36528, 2.13628, 2.09705], [3.53863, 3.45614, 1.71359], [4.38754, 4.29797, 2.40311], [5.07577, 3.82829, 3.50242], [4.90485, 2.52074, 3.90956], [4.05558, 1.68285, 3.21338], [1.82964, 0.08331, 2.09208], [0.80012, -0.74669, 1.28894], [-0.43547, -0.92446, 2.18705], [-0.28067, 0.10620, 3.31907], [1.08958, 0.66007, 3.24242], [5.06007, 0.37744, 1.26877], [6.33740, -0.74058, -0.50693], [5.29118, -1.17419, -2.69063], [2.98041, -0.43380, -3.10635], [1.73096, 0.72584, -1.33575], [2.98546, 3.82014, 0.86549], [4.50151, 5.32444, 2.09210], [5.73816, 4.48415, 4.04648], [5.43097, 2.15956, 4.77947], [3.92983, 0.66617, 3.54020], [2.61615, -0.57847, 2.47565], [0.51973, -0.20487, 0.38221], [1.21449, -1.70914, 0.96852], [-1.36804, -0.77502, 1.62458], [-0.48923, -1.94402, 2.58471], [-0.98382, 0.93548, 3.18848], [-0.47745, -0.33089, 4.30654], [1.60580, 0.62474, 4.12887], [-2.92840, -1.35794, -1.75947], [-2.77297, -2.66430, -2.37980], [-1.79495, -2.92170, -3.35541], [-1.77559, -4.11447, -4.04141], [-2.70469, -5.09965, -3.76373], [-3.64277, -4.89185, -2.77069], [-3.68011, -3.69828, -2.08994], [-3.56693, -1.09409, -0.49818], [-3.84157, 0.28960, -0.38089], [-4.50649, 0.78806, 0.73011], [-4.87589, -0.09204, 1.72716], [-4.57814, -1.45021, 1.63715], [-3.91895, -1.95895, 0.54188], [-3.32705, 0.93303, -1.56805], [-2.75506, -0.07238, -2.38761], [-2.22218, 0.28170, -3.63112], [-2.23980, 1.60301, -4.01673], [-2.80069, 2.58230, -3.20008], [-3.35430, 2.25716, -1.97893], [-1.02473, -2.19289, -3.53462], [-1.03887, -4.28217, -4.80895], [-2.69995, -6.02465, -4.32053], [-4.34791, -5.67059, -2.53259], [-4.45937, -3.52509, -1.36965], [-4.72596, 1.83761, 0.80727], [-5.39507, 0.27651, 2.59583], [-4.87831, -2.11763, 2.43040], [-3.65377, -2.99972, 0.48835], [-1.83656, -0.47512, -4.28866], [-1.82138, 1.87993, -4.97226], [-2.80914, 3.60704, -3.53268], [-3.80504, 3.00793, -1.35586]], "forces_ev_per_a": [[2.9, -2.8, -4.0], [-2.1, 2.1, 3.7], [-2.7, 2.0, -1.3], [1.5, -0.9, 1.6], [-0.4, 0.1, 0.0], [-0.1, 0.1, 0.3], [0.2, -0.1, 0.1], [0.2, -0.2, -0.2], [0.0, -0.1, -0.1], [-0.2, 0.1, 0.0], [0.1, -0.3, 0.0], [-0.1, 0.0, -0.2], [0.0, 0.1, 0.0], [0.2, 0.2, 0.1], [0.1, 0.0, 0.2], [-0.2, -0.1, -0.1], [-0.1, -0.3, 0.8], [0.0, 0.1, -0.1], [0.0, -0.2, 0.1], [0.2, 0.4, 0.2], [0.1, -0.7, -0.2], [0.2, 0.0, 0.1], [0.1, 0.0, 0.0], [0.1, 0.0, -0.1], [-0.1, 0.0, -0.2], [-0.2, 0.1, 0.0], [0.0, 0.2, -0.2], [0.0, 0.1, -0.1], [0.1, 0.1, 0.1], [0.1, -0.1, 0.1], [0.1, -0.3, 0.1], [0.1, 0.1, -0.3], [0.1, 0.0, 0.1], [0.0, 0.2, 0.1], [0.2, 0.1, 0.1], [0.1, 0.2, 0.0], [-0.1, -0.1, 0.0], [0.1, 0.1, -0.2], [-0.4, -0.1, -0.8], [-0.6, -0.6, -0.4], [0.2, 0.4, 0.2], [0.0, 0.2, 0.0], [0.3, 0.1, -0.2], [-0.1, -0.1, 0.0], [-0.1, -0.2, 0.1], [-0.2, 0.3, 0.3], [-0.4, -0.1, 0.8], [-0.6, -0.6, 1.3], [0.7, 0.2, -1.2], [0.0, -0.8, 0.3], [-0.3, 0.2, 0.5], [0.4, 0.1, -0.6], [0.5, 0.8, -1.2], [0.4, 0.7, -0.5], [-0.3, -0.6, 0.4], [0.0, 0.6, -0.2], [0.4, -0.2, -0.7], [-0.3, -1.0, 0.9], [0.1, 0.1, -0.1], [0.2, 0.0, 0.0], [0.0, -0.1, 0.0], [-0.2, 0.0, 0.0], [-0.2, 0.0, 0.0], [-0.1, 0.2, 0.1], [-0.1, 0.1, 0.2], [0.0, 0.0, 0.1], [0.0, -0.2, 0.1], [0.1, 0.0, -0.2], [0.0, 0.0, -0.1], [0.0, 0.1, -0.1], [-0.1, 0.2, 0.1]], "lowdin_charge": [0.22, -0.16, 0.08, -0.36, -0.14, -0.02, -0.07, -0.09, -0.08, -0.05, -0.17, -0.03, -0.07, -0.08, -0.07, -0.06, -0.24, -0.12, -0.16, -0.20, -0.01, 0.11, 0.11, 0.10, 0.10, 0.09, 0.11, 0.11, 0.11, 0.11, 0.10, 0.14, 0.09, 0.12, 0.08, 0.11, 0.08, 0.11, 0.12, 0.08, -0.12, 0.00, -0.04, -0.03, -0.04, 0.00, -0.11, -0.09, 0.03, -0.02, -0.04, 0.01, -0.09, -0.09, 0.03, -0.04, -0.02, 0.03, 0.11, 0.12, 0.12, 0.12, 0.11, 0.12, 0.12, 0.12, 0.12, 0.11, 0.12, 0.12, 0.12]}

# 4
{"formula": "C31H47CoNO2P2S2", "method": "ωB97M-V/def2-TZVPD", "charge": 1, "gap_ev": [5.4, 4.8], "homo_energy_ev": [-9.7, -9.7], "s2": 6.078, "mol_weight_g_mol": 650.74, "spin_multiplicity": 5, "elements": ["Co", "C", "C", "C", "C", "C", "C", "H", "H", "H", "C", "H", "H", "H", "C", "H", "H", "H", "C", "H", "H", "H", "C", "H", "H", "H", "C", "C", "C", "C", "C", "C", "C", "C", "H", "H", "H", "H", "H", "H", "H", "H", "H", "H", "H", "H", "P", "P", "C", "C", "H", "H", "H", "H", "C", "H", "H", "H", "C", "H", "H", "H", "C", "H", "H", "H", "C", "H", "H", "H", "O", "S", "O", "N", "C", "S", "C", "C", "C", "C", "C", "C", "H", "H", "H", "H"], "xyz": [[-0.65250, 1.12456, -4.75621], [-0.74322, -1.95825, 0.72776], [0.62441, -2.04410, 0.34040], [0.48404, -0.66030, 2.17665], [-0.82430, -1.11181, 1.86770], [1.37487, -1.20769, 1.21114], [-1.89599, -2.63722, 0.10155], [-1.58424, -3.24419, -0.75699], [-2.64970, -1.90802, -0.24234], [-2.39455, -3.31266, 0.81739], [-2.04857, -0.81211, 2.63831], [-2.94601, -0.92262, 2.01716], [-2.03406, 0.21049, 3.03354], [-2.14308, -1.50019, 3.49498], [0.88596, 0.18306, 3.31954], [1.48974, -0.39440, 4.04128], [0.00560, 0.57157, 3.84293], [1.48332, 1.05020, 3.00696], [2.83185, -0.97140, 1.14948], [3.38217, -1.69960, 1.77001], [3.08380, 0.03194, 1.52181], [3.21014, -1.06669, 0.12199], [1.20670, -2.87930, -0.73232], [1.84618, -3.67462, -0.31308], [1.84019, -2.27635, -1.40203], [0.43131, -3.36704, -1.32944], [-1.88781, 1.48488, -6.00976], [-1.97215, 0.03314, -5.64391], [-1.29840, -0.96063, -6.58916], [0.20999, -0.67275, -6.66998], [0.70582, 0.17452, -5.51479], [0.87893, 1.61032, -5.63831], [0.40518, 2.34228, -6.85769], [-1.10066, 2.00507, -7.17134], [-1.74702, -0.87978, -7.58971], [0.44266, -0.19744, -7.62498], [-1.48082, -1.98132, -6.23525], [-1.14462, 1.33800, -8.03736], [-2.74900, 2.09061, -5.69360], [-3.02310, -0.26055, -5.46207], [-1.56116, 2.94944, -7.47687], [0.51141, 3.42326, -6.67959], [1.72089, 2.05126, -5.09024], [1.02748, 2.12517, -7.73804], [0.75484, -1.62218, -6.65937], [1.37892, -0.34729, -4.81922], [-1.74250, -0.31268, -3.52324], [1.63208, 1.46343, -1.14490], [-0.49976, 2.29456, -3.10114], [0.75721, 2.67689, -2.32073], [-1.31500, 2.00785, -2.39932], [-0.85775, 3.18514, -3.67052], [1.50896, 3.08161, -3.01555], [0.46003, 3.45837, -1.61108], [2.66276, 2.66315, -0.23926], [3.35330, 2.10868, 0.40897], [1.97332, 3.24995, 0.39007], [3.22185, 3.31285, -0.92556], [2.87722, 0.86996, -2.35814], [3.30864, 1.70926, -2.91299], [2.39723, 0.17831, -3.06243], [3.67355, 0.33388, -1.82726], [-3.43571, -0.26032, -2.90723], [-3.61840, -1.11742, -2.24558], [-4.13008, -0.28342, -3.75239], [-3.55099, 0.67903, -2.34716], [-1.21293, -2.02460, -3.42012], [-0.46276, -2.04428, -2.61998], [-0.73843, -2.36571, -4.34105], [-2.06998, -2.65800, -3.15570], [0.70743, 5.52826, 2.41373], [0.48248, 4.11874, 2.61443], [1.47297, 3.36249, 3.36189], [0.10458, 3.32660, 1.19255], [-1.09381, 2.72515, 1.21440], [-1.55485, 1.52275, 0.12881], [-1.89832, 3.10290, 2.37702], [-3.17612, 2.67751, 2.74276], [-3.66245, 2.98714, 4.01273], [-2.86618, 3.69641, 4.93299], [-1.57634, 4.12097, 4.56962], [-1.12457, 3.81990, 3.29224], [-3.76340, 2.11485, 2.01318], [-4.66491, 2.67192, 4.30162], [-3.24742, 3.91550, 5.92874], [-0.92833, 4.66797, 5.24911]], "forces_ev_per_a": [[-1.6, 1.9, 6.2], [0.4, 0.1, 0.2], [0.0, 0.3, 0.4], [0.3, 0.2, 0.2], [-0.3, 0.1, -0.1], [-0.1, -0.2, -0.4], [-0.3, -0.4, -0.3], [-0.1, 0.1, 0.2], [0.2, -0.2, 0.2], [0.1, 0.3, -0.2], [-0.4, 0.0, 0.2], [0.2, 0.0, 0.2], [0.0, -0.2, -0.1], [0.0, 0.1, -0.2], [-0.3, 0.2, 0.2], [-0.1, 0.1, -0.2], [0.2, -0.1, 0.0], [-0.1, -0.2, 0.0], [0.5, 0.1, 0.0], [-0.2, 0.2, -0.1], [-0.1, -0.3, -0.1], [-0.1, 0.0, 0.3], [0.2, -0.2, -0.3], [-0.2, 0.3, -0.1], [-0.1, -0.1, 0.2], [0.2, 0.0, 0.1], [-2.4, 0.4, -0.3], [-2.5, -1.3, -1.3], [0.1, -0.1, 0.1], [0.0, -0.5, -0.2], [3.2, -0.1, -1.2], [3.2, -1.5, -0.2], [-0.6, 0.4, -0.2], [0.5, 0.9, -0.9], [-0.1, -0.1, 0.3], [0.1, 0.0, 0.1], [0.0, 0.1, -0.2], [-0.1, 0.0, 0.1], [0.2, -0.3, -0.3], [0.4, 0.3, -0.3], [0.0, -0.3, -0.1], [-0.2, -0.3, 0.0], [-0.4, -0.1, -0.1], [-0.1, -0.1, 0.2], [0.0, 0.2, -0.1], [-0.2, 0.3, -0.3], [1.1, 0.0, -1.7], [-0.5, -0.1, -0.8], [-0.7, 1.3, 0.6], [0.2, -0.6, -0.1], [0.8, 0.3, -0.5], [0.2, -0.5, 0.2], [-0.1, 0.1, 0.3], [-0.1, 0.1, -0.2], [0.0, 0.3, 0.1], [0.0, 0.2, -0.2], [0.6, -0.3, -0.4], [0.0, -0.1, 0.2], [0.1, -0.2, -0.1], [0.1, -0.2, 0.0], [0.2, 0.1, 0.1], [0.0, 0.1, -0.2], [-0.1, 0.4, 0.4], [0.0, 0.3, -0.2], [0.0, 0.0, 0.3], [-0.2, -0.3, -0.1], [-0.3, -0.5, 0.4], [-0.2, -0.1, -0.2], [0.0, 0.1, 0.1], [0.4, -0.1, -0.1], [0.0, -0.7, 0.0], [-0.8, -0.1, -0.3], [-0.5, 0.3, -0.6], [-0.7, -0.6, 0.1], [2.1, 0.9, -0.1], [-0.6, -0.2, -0.2], [-0.3, 0.0, 1.6], [0.1, 0.1, -0.3], [0.3, 0.3, 0.2], [0.2, -0.1, -0.5], [-0.3, -0.1, -0.2], [-0.7, -0.1, 0.7], [0.1, 0.1, 0.3], [0.3, 0.1, -0.1], [0.1, 0.0, -0.2], [-0.2, -0.1, 0.0]], "lowdin_charge": [0.26, -0.15, -0.14, -0.12, -0.18, -0.15, -0.01, 0.07, 0.08, 0.11, -0.03, 0.09, 0.07, 0.11, 0.02, 0.12, 0.09, 0.08, -0.02, 0.11, 0.08, 0.07, -0.02, 0.11, 0.09, 0.06, -0.23, -0.36, -0.17, -0.16, -0.25, -0.24, -0.14, -0.15, 0.13, 0.11, 0.10, 0.12, 0.14, 0.11, 0.12, 0.12, 0.11, 0.13, 0.12, 0.10, 1.06, 0.85, -0.20, -0.40, -0.05, 0.09, 0.07, 0.07, -0.29, 0.04, -0.01, 0.05, -0.31, 0.04, 0.00, 0.03, -0.22, 0.05, 0.06, 0.05, -0.22, 0.02, 0.05, 0.06, -0.28, 0.65, -0.31, -0.13, -0.78, 0.65, -0.25, -0.05, -0.06, -0.05, -0.03, -0.22, 0.10, 0.11, 0.11, 0.12]}